Record 1
20
Properties=species:S:1:pos:R:3 method="wB97M-V/def2-TZVPD" largest_force_ev_per_a=2.3 relative_energy_kj_mol=53.0 charge=0 smiles=c1cc[nH]c1.c1cc[nH]c1 homo_ha=-0.308 lumo_energy_ha=0.0297 gap_ev=9.20 total_energy_ha=-420.309471
C -1.637 -2.551 -0.901
C -0.626 -3.399 -0.377
C -1.651 -1.438 -0.158
C -0.008 -2.769 0.641
N -0.664 -1.603 0.844
H -2.497 -2.843 -1.503
H -0.489 -4.437 -0.681
H -2.285 -0.555 -0.232
H 0.743 -3.200 1.304
H -0.511 -0.992 1.650
C 0.875 3.410 -0.567
C 1.849 3.040 0.422
C -0.006 2.400 -0.763
C 1.578 1.732 0.777
N 0.498 1.339 0.008
H 0.919 4.346 -1.124
H 2.563 3.763 0.816
H -0.831 2.304 -1.469
H 2.172 1.012 1.340
H 0.007 0.443 -0.028

***

Record 2
70
Properties=species:S:1:pos:R:3 method="wB97M-V/def2-TZVPD" largest_force_ev_per_a=5.0 relative_energy_kj_mol=303.0 charge=0 homo_ha=-0.288 lumo_energy_ha=-0.0081 gap_ev=7.60 total_energy_ha=-2843.173756
C -5.019 -0.718 -2.731
S -3.388 -1.418 -2.256
O -2.403 -0.272 -2.086
C -4.047 -1.812 -0.511
H -5.796 -1.481 -2.776
H -4.984 -0.194 -3.686
H -5.284 0.140 -2.112
H -3.240 -2.270 0.061
H -4.897 -2.492 -0.581
H -4.263 -0.859 -0.030
C -1.452 5.018 0.302
S -0.368 6.526 0.129
O -1.120 7.809 -0.062
C 0.442 6.594 1.829
H -1.689 4.953 1.364
H -1.032 4.137 -0.182
H -2.352 5.296 -0.247
H -0.264 6.617 2.659
H 0.995 7.532 1.822
H 0.946 5.632 1.927
C -1.561 0.673 0.956
S -1.495 -0.292 2.578
O -0.599 0.571 3.554
C -0.425 -1.672 2.059
H -0.858 1.498 1.075
H -2.467 1.268 0.838
H -1.439 -0.019 0.123
H -0.325 -2.482 2.782
H 0.578 -1.322 1.814
H -0.824 -2.057 1.120
C 2.507 -5.426 -0.119
S 0.704 -5.247 -0.016
O 0.227 -6.673 -0.191
C 0.649 -5.318 1.873
H 2.718 -6.033 0.761
H 2.995 -4.463 0.030
H 2.835 -5.741 -1.110
H 1.420 -4.732 2.373
H 0.745 -6.359 2.180
H -0.344 -4.915 2.071
N -0.209 -1.708 -2.885
C 0.700 -1.734 -1.870
C 1.834 -2.298 -2.435
C 1.675 -2.334 -3.836
C 0.357 -2.018 -4.087
H -1.202 -1.554 -2.789
H 0.445 -1.502 -0.847
H 2.786 -2.579 -2.009
H 2.464 -2.786 -4.419
H -0.231 -1.941 -4.990
N -0.179 1.282 -2.208
C -0.736 2.425 -2.794
C 0.299 3.342 -3.060
C 1.394 2.974 -2.245
C 1.154 1.624 -1.884
H -0.695 0.443 -1.982
H -1.725 2.358 -3.222
H 0.175 4.275 -3.590
H 2.316 3.514 -2.088
H 1.921 1.015 -1.428
N 2.047 0.633 3.515
C 2.691 0.329 4.679
C 3.986 0.611 4.453
C 4.210 1.136 3.218
C 3.030 1.084 2.608
H 1.046 0.558 3.405
H 2.059 -0.182 5.390
H 4.657 0.414 5.276
H 5.236 1.281 2.915
H 2.670 1.339 1.623

***

Record 3
36
Properties=species:S:1:pos:R:3 method="wB97M-V/def2-TZVPD" largest_force_ev_per_a=3.8 relative_energy_kj_mol=155.3 charge=0 homo_ha="-0.306 / -0.345" lumo_energy_ha="-0.0019 / 0.0008" gap_ev="8.26 / 9.42" multiplicity=2 total_energy_ha=-4529.076518
Ti 1.537 -0.648 -1.236
O -1.304 -2.895 -0.120
C -0.581 -2.161 -0.744
O 0.731 -2.212 -0.758
C -1.207 -0.982 -1.549
C -0.953 0.374 -0.829
C -1.998 1.402 -1.254
C -1.628 1.597 -2.745
C -0.312 0.813 -2.857
O 0.233 0.879 -1.505
C -0.608 -0.692 -2.976
C 0.695 -1.486 -3.308
O 0.629 -2.569 -3.824
O 1.811 -0.842 -3.004
H -2.271 -1.193 -1.595
H -0.785 0.307 0.244
H -3.017 1.057 -1.095
H -1.857 2.321 -0.688
H -2.378 1.176 -3.413
H -1.496 2.645 -3.003
H 0.406 1.207 -3.566
H -1.322 -0.934 -3.758
Br 2.383 2.906 3.707
C 1.500 1.239 3.568
C 0.620 0.919 4.593
C -0.114 -0.252 4.545
C 0.034 -1.119 3.474
C 0.912 -0.802 2.455
C 1.658 0.382 2.471
C 2.599 0.647 1.324
O 3.597 1.306 1.401
O 2.223 0.063 0.179
H 0.518 1.599 5.427
H -0.796 -0.489 5.352
H -0.520 -2.048 3.432
H 1.065 -1.512 1.656

***

Record 4
17
Properties=species:S:1:pos:R:3 method="wB97M-V/def2-TZVPD" largest_force_ev_per_a=3.6 relative_energy_kj_mol=212.0 charge=0 smiles="CNC(=O)C1=CCC1" homo_ha=-0.349 lumo_energy_ha=0.0316 gap_ev=10.36 total_energy_ha=-363.943511
C -2.115 -1.041 0.020
C -0.836 1.132 -0.056
C 0.389 0.399 0.048
C 0.890 -0.806 -0.124
C 2.306 -0.352 0.016
C 1.721 1.110 0.073
H -2.031 -1.463 1.088
H -3.209 -1.191 -0.379
H -1.385 -1.633 -0.683
H -2.823 0.866 0.129
H 0.486 -1.872 -0.316
H 2.951 -0.661 -0.812
H 2.753 -0.622 1.000
H 1.789 1.703 -0.853
H 1.968 1.712 0.865
N -2.000 0.390 0.068
O -0.854 2.328 -0.084

***

Record 5
70
Properties=species:S:1:pos:R:3 method="wB97M-V/def2-TZVPD" largest_force_ev_per_a=0.1 relative_energy_kj_mol=0.0 charge=+3 homo_ha=-0.590 lumo_energy_ha=-0.3965 gap_ev=5.26 total_energy_ha=-5510.861165
Ta -0.787 -0.239 0.925
Te -1.560 -2.621 0.229
C -2.705 -2.268 -1.523
C -2.202 -1.535 -2.593
C -2.993 -1.392 -3.725
C -4.254 -1.976 -3.776
C -4.727 -2.720 -2.704
C -3.950 -2.881 -1.563
H -1.203 -1.116 -2.576
H -2.614 -0.844 -4.577
H -4.860 -1.868 -4.664
H -5.699 -3.192 -2.754
H -4.321 -3.479 -0.740
C 2.990 0.760 0.108
As 1.709 -0.675 -0.067
C 1.794 -1.194 -1.926
C 2.475 -2.198 0.928
C 3.912 -2.404 0.555
C 4.248 -3.207 -0.533
C 5.578 -3.386 -0.884
C 6.580 -2.764 -0.151
C 6.252 -1.970 0.940
C 4.923 -1.789 1.291
H 3.978 0.329 -0.059
H 2.957 1.208 1.099
H 2.791 1.520 -0.645
H 2.842 -1.372 -2.164
H 1.405 -0.398 -2.558
H 1.226 -2.110 -2.081
H 1.853 -3.059 0.676
H 2.358 -1.986 1.993
H 3.474 -3.725 -1.089
H 5.835 -4.025 -1.718
H 7.617 -2.911 -0.420
H 7.034 -1.502 1.523
H 4.673 -1.183 2.157
Cl 3.105 -0.359 4.916
C 2.141 1.061 4.535
Cl 3.122 2.387 3.919
Cl 1.121 1.554 5.875
C 1.243 0.669 3.431
N 0.546 0.359 2.574
C -4.597 0.180 0.455
Si -3.157 1.176 1.043
C -2.339 0.299 2.663
C -3.535 2.847 1.723
C -1.672 1.080 -0.217
Si -0.864 2.806 -0.776
C 0.084 2.340 -2.303
C -2.190 4.033 -1.178
C 0.237 3.306 0.646
H -5.512 0.537 0.932
H -4.481 -0.881 0.682
H -4.723 0.276 -0.627
H -3.349 0.043 3.015
H -1.934 1.034 3.359
H -1.861 -0.685 2.878
H -4.158 2.730 2.614
H -4.114 3.423 1.000
H -2.649 3.417 1.998
H -2.028 0.541 -1.116
H -0.580 1.911 -3.058
H 0.893 1.634 -2.114
H 0.530 3.234 -2.745
H -3.012 3.587 -1.743
H -1.740 4.794 -1.822
H -2.596 4.548 -0.310
H 1.080 2.620 0.772
H -0.300 3.380 1.594
H 0.664 4.293 0.451

***

Record 6
17
Properties=species:S:1:pos:R:3 method="wB97M-V/def2-TZVPD" largest_force_ev_per_a=6.0 relative_energy_kj_mol=593.1 charge=+2 homo_ha=-0.656 lumo_energy_ha=-0.3862 gap_ev=7.35 total_energy_ha=-698.488452
C -0.156 0.339 -0.522
C 2.251 0.390 -0.100
N -1.325 -0.408 -0.637
N 0.943 -0.192 0.180
N -2.121 -1.138 0.451
N 0.524 -1.033 0.985
S -0.521 2.035 0.418
H 0.016 0.806 -2.189
H 2.980 0.564 0.806
H 2.697 -0.460 -0.560
H 2.019 1.201 -0.668
H -1.909 0.061 -1.301
H -2.600 -1.940 0.070
H -1.415 -1.268 1.163
H 1.159 -1.423 1.689
H -2.860 -0.473 0.577
H 0.318 2.940 -0.361